Molecular formula: C7H8
Method: DFT, wB97M-V/def2-TZVPD

HOMO energy ... -6.8 eV
DFT total energy ... -7382.7305 eV
Kohn-Sham gap ... 5.66 eV

Geometry (Å):
C: 0.119 0.958 0.599
C: -0.746 0.090 -0.005
C: -2.214 0.010 0.329
C: 2.202 -0.632 0.180
C: -0.020 -0.742 -0.856
C: 1.516 0.671 0.284
C: 1.379 -0.310 -0.975
H: -0.186 -1.808 -0.995
H: 2.028 -1.495 0.823
H: 1.863 -0.106 -1.929
H: 2.092 1.593 0.227
H: -2.677 -0.831 -0.168
H: -0.187 1.812 1.191
H: -2.747 0.866 -0.095
H: -2.422 -0.074 1.390